Record 1
{"formula": "C4H16N2O2", "method": "the ωB97M-V functional and the def2-TZVPD basis", "species": ["C", "N", "C", "C", "C", "N", "H", "H", "H", "H", "H", "H", "H", "H", "H", "H", "H", "H", "O", "H", "H", "O", "H", "H"], "xyz": [[-2.0753, -0.7596, -1.1968], [-0.7570, -1.0969, -0.6569], [0.3463, -0.8567, -1.5906], [1.6797, -0.7377, -0.8192], [1.8962, 0.6928, -0.3095], [1.2368, 1.0191, 0.9740], [-2.3019, 0.3031, -1.3567], [-2.7968, -1.1637, -0.4813], [-2.1879, -1.3018, -2.1327], [-0.5994, -0.6532, 0.2399], [0.2187, -0.0206, -2.2922], [0.3720, -1.7493, -2.2268], [1.5315, -1.4405, -0.0092], [2.4879, -1.0362, -1.4839], [2.9489, 0.8694, -0.0820], [1.5271, 1.3976, -1.0503], [0.2615, 1.1577, 0.8071], [1.4855, 0.3218, 1.6518], [-1.7050, 2.5326, 1.0245], [-2.0508, 1.6577, 0.8003], [-0.7529, 2.3819, 1.0079], [-0.4192, -0.7970, 2.8216], [0.4849, -0.7052, 3.1468], [-0.8306, -0.0152, 3.2142]], "forces_ev_per_a": [[0.22, -0.70, 0.73], [-0.14, 0.85, -0.40], [0.28, -0.81, 0.11], [-1.26, 0.58, -0.82], [0.26, -0.26, 1.12], [0.84, 0.69, -1.15], [0.26, 0.05, -0.11], [-0.22, 0.11, -0.23], [-0.19, 0.07, -0.14], [0.00, -0.06, -0.04], [-0.19, 0.28, 0.28], [0.16, 0.06, -0.10], [0.65, -0.26, 0.39], [0.16, -0.09, 0.15], [0.13, 0.04, -0.59], [0.28, 0.18, -0.11], [-0.29, -0.85, 0.49], [-0.61, -0.11, 0.16], [0.09, -0.53, -0.08], [-0.23, 0.21, 0.00], [-0.04, 0.60, 0.16], [0.12, 0.43, 0.29], [-0.04, -0.34, -0.03], [-0.25, -0.13, -0.10]], "e_homo_ev": -8.714, "smiles": "CNCCCN.O.O", "total_charge": 0, "gap_ev": 9.260, "spin_multiplicity": 1, "relative_energy_kj_mol": 109.94}


Record 2
{"formula": "C4H16N2O2", "method": "the ωB97M-V functional and the def2-TZVPD basis", "species": ["C", "N", "C", "C", "N", "C", "H", "H", "H", "H", "H", "H", "H", "H", "H", "H", "H", "H", "H", "H", "O", "H", "H", "O"], "xyz": [[2.1227, 0.1016, 1.1158], [2.7738, -0.7162, 0.0939], [-2.4791, -0.4938, 0.6866], [-1.2630, -0.8455, -0.2085], [-1.1814, -0.0130, -1.4153], [-0.7127, 1.3197, -1.0667], [2.8416, 0.3635, 1.9365], [1.2925, -0.4040, 1.4792], [1.6666, 1.0765, 0.7362], [2.0270, -0.9428, -0.6777], [-2.2298, 0.4215, 1.1351], [-2.5876, -1.2322, 1.4557], [-0.3614, -0.7941, 0.3970], [-1.3350, -1.9043, -0.5708], [-0.3636, -0.4565, -1.9069], [-1.3717, 1.8224, -0.2774], [0.2936, 1.2977, -0.5860], [-0.6954, 1.9721, -1.9744], [3.5504, -0.2289, -0.3286], [1.2547, -1.6795, -2.6705], [1.0029, -1.2667, -1.8540], [-3.4015, -0.4497, 0.0577], [-0.4359, 1.7596, 2.6420], [-0.4075, 1.2925, 1.8009]], "forces_ev_per_a": [[2.29, -0.05, -1.01], [-1.92, 1.16, 0.24], [-0.16, -0.81, -1.96], [-1.81, -1.40, -0.80], [1.51, 0.79, 2.74], [-1.35, 1.14, -0.34], [-0.66, 0.03, -0.73], [-1.24, -0.92, 0.96], [0.04, 0.03, 0.07], [0.99, -0.59, 0.32], [0.00, 1.47, 0.71], [-0.10, -0.50, 0.35], [0.26, 0.41, 0.16], [0.04, 0.89, 0.29], [0.54, -0.99, -1.50], [0.89, -0.78, -0.87], [-0.35, -0.15, -0.30], [0.16, -0.62, 0.64], [0.31, 0.03, -0.01], [0.33, -0.40, -0.73], [-0.68, 1.31, 1.05], [0.60, 0.05, 0.61], [-0.07, 0.05, 0.25], [0.37, -0.17, -0.13]], "e_homo_ev": -8.704, "total_charge": 0, "gap_ev": 3.971, "spin_multiplicity": 1, "relative_energy_kj_mol": 871.03}


Record 3
{"formula": "C4H16N2O2", "method": "the ωB97M-V functional and the def2-TZVPD basis", "species": ["C", "C", "N", "C", "C", "N", "H", "H", "H", "H", "H", "H", "H", "H", "H", "H", "H", "H", "O", "H", "H", "O", "H", "H"], "xyz": [[-2.2404, -0.7764, -1.1254], [-0.8084, -0.2826, -1.1065], [-0.7454, 1.1902, -0.9631], [0.0238, -1.0205, -0.0842], [1.5694, -0.9468, 0.0159], [2.1024, -0.0709, 1.0592], [-2.2670, -1.8659, -1.0612], [-2.8338, -0.3642, -0.3172], [-2.7800, -0.5662, -2.0496], [-0.4069, -0.4901, -2.1050], [-0.1117, 1.4315, -0.2139], [-1.6320, 1.6127, -0.7302], [-0.2476, -2.0797, -0.1210], [-0.3099, -0.8719, 0.9543], [1.9718, -1.9552, 0.1016], [1.9917, -0.5793, -0.9274], [2.0702, -0.4823, 1.9773], [1.6615, 0.8316, 0.9434], [1.7067, 1.7610, -2.4078], [0.8931, 2.2349, -2.2016], [1.4994, 0.8511, -2.1858], [-0.2500, 0.4635, 4.1423], [0.2754, 1.2572, 3.9894], [-1.1323, 0.7184, 4.4167]], "forces_ev_per_a": [[-0.40, -0.52, -0.24], [0.15, 0.65, -0.49], [0.16, 0.04, 0.21], [0.03, -1.47, 1.65], [-0.09, 0.61, -0.79], [0.23, -0.42, -1.03], [0.05, 0.01, 0.20], [-0.02, 0.03, 0.36], [0.22, 0.39, -0.10], [0.19, -0.22, 0.01], [-0.01, 0.10, 0.07], [-0.20, -0.18, 0.01], [0.11, -0.15, -0.72], [-0.30, 0.78, -0.17], [0.02, 0.05, 0.33], [-0.06, -0.09, -0.03], [-0.45, 0.36, 0.17], [0.19, 0.00, 0.77], [0.34, 0.28, -0.13], [-0.12, -0.23, -0.01], [-0.07, -0.02, -0.05], [0.36, -0.32, -0.17], [-0.36, 0.00, 0.14], [0.02, 0.31, 0.01]], "e_homo_ev": -9.151, "smiles": "C[C@@H](N)CCN.O.O", "total_charge": 0, "gap_ev": 9.694, "spin_multiplicity": 1, "relative_energy_kj_mol": 76.73}


Record 4
{"formula": "C4H16N4O16V", "method": "the ωB97M-V functional and the def2-TZVPD basis", "species": ["V", "N", "O", "O", "O", "N", "O", "O", "O", "N", "O", "O", "O", "N", "O", "O", "O", "C", "O", "H", "H", "H", "H", "C", "O", "H", "H", "H", "H", "C", "O", "H", "H", "H", "H", "C", "O", "H", "H", "H", "H"], "xyz": [[-0.2153, 0.1105, -0.0226], [1.0983, 2.0460, 2.3685], [1.1001, 1.0555, 3.1123], [1.3551, 3.1371, 2.8806], [0.7154, 1.6848, 1.2431], [1.1737, -2.7129, 1.4198], [0.7284, -1.7152, 0.8106], [0.8755, -2.7944, 2.6440], [1.7514, -3.5864, 0.8897], [-1.6903, -0.1697, 3.1410], [-1.1761, -1.0560, 3.7785], [-2.4359, 0.5916, 3.6175], [-1.3653, -0.0192, 1.9166], [0.1660, 2.4659, -2.4173], [-0.9608, 2.9209, -2.4468], [0.3604, 1.5425, -1.6046], [1.0568, 2.8883, -3.1866], [3.8875, -0.2111, -0.0171], [2.5836, 0.2075, -0.3972], [4.0385, 0.3229, 0.9211], [4.0727, -1.2779, 0.1078], [4.7038, 0.1577, -0.6382], [2.6045, 1.1449, -0.6034], [-2.1448, 2.5234, 0.5013], [-2.0363, 1.2665, -0.2640], [-2.5521, 2.3277, 1.4932], [-1.1917, 3.0516, 0.5294], [-2.9208, 3.1049, 0.0036], [-2.5064, 1.5402, -1.0550], [1.3643, -1.9638, -2.2653], [0.2336, -1.0967, -1.9405], [1.9153, -1.3917, -3.0117], [2.1140, -2.0428, -1.4780], [0.9718, -2.9478, -2.5218], [-0.3159, -1.3924, -2.6700], [-3.1891, -1.4339, -0.9448], [-1.8691, -1.5073, -0.4288], [-3.2546, -0.9143, -1.9008], [-3.4960, -2.4600, -1.1471], [-3.8597, -0.9747, -0.2185], [-1.6906, -2.4221, -0.1986]], "forces_ev_per_a": [[-0.95, -1.33, 0.53], [-0.58, 0.06, 2.11], [0.48, -1.24, 1.64], [-0.44, -1.42, -2.48], [0.30, 2.19, -1.95], [-2.18, -0.05, 5.37], [-0.86, 2.84, -2.61], [0.50, 0.55, -1.22], [1.91, -1.77, -2.52], [2.62, -1.72, -0.08], [0.55, -1.21, 0.10], [-3.05, 3.03, 1.21], [0.65, 0.31, -2.56], [-0.21, 2.20, -2.38], [-1.35, 0.70, -0.18], [2.16, -2.78, 2.41], [-0.67, -1.26, 1.68], [0.77, 1.32, 1.20], [-0.53, -0.80, -0.84], [0.54, -0.59, 0.50], [-0.92, -0.01, -0.05], [-0.33, 0.07, -0.67], [0.08, 0.13, -0.25], [-0.65, -0.01, 0.29], [0.16, 0.47, 1.00], [0.49, -0.38, 0.03], [-0.20, -0.11, -0.12], [0.35, 0.24, -0.17], [0.67, -0.53, -0.88], [1.11, 0.99, 0.46], [0.78, -0.76, 0.30], [-0.14, -0.67, -0.69], [-0.79, -0.09, 0.50], [0.33, 0.12, -0.26], [-1.03, 0.86, 0.33], [-0.62, -0.48, -0.01], [0.57, 0.70, -0.10], [0.35, 0.25, 0.08], [-0.34, 0.08, 0.06], [0.04, 0.00, -0.05], [0.46, 0.11, 0.27]], "e_homo_ev": [-9.609, -8.922], "total_charge": 0, "gap_ev": [6.487, 3.848], "spin_multiplicity": 4}


Record 5
{"formula": "C4H16N8O4", "method": "the ωB97M-V functional and the def2-TZVPD basis", "species": ["N", "C", "N", "O", "H", "H", "H", "H", "N", "C", "N", "O", "H", "H", "H", "H", "N", "C", "N", "O", "H", "H", "H", "H", "N", "C", "N", "O", "H", "H", "H", "H"], "xyz": [[1.1799, -5.7039, -1.5732], [0.2328, -4.7195, -1.7279], [0.3806, -3.5942, -1.0046], [-0.6516, -4.8639, -2.5764], [1.8274, -5.6796, -0.8063], [1.4541, -6.1570, -2.4252], [-0.4041, -2.9721, -1.1347], [1.1419, -3.3930, -0.3916], [1.6820, 0.3845, -1.8999], [2.9681, 0.6841, -1.5266], [3.0933, 1.2402, -0.2939], [3.9545, 0.3617, -2.1945], [1.5873, 0.0679, -2.8476], [0.9313, 0.8101, -1.3434], [4.0451, 1.2925, 0.0260], [2.3479, 1.4744, 0.3315], [0.3023, -0.8028, 0.5543], [-0.5552, 0.2452, 0.5626], [-1.3477, 0.3594, 1.6464], [-0.6332, 0.9869, -0.4436], [0.1939, -1.5140, 1.2540], [0.8635, -0.9959, -0.2613], [-1.7735, 1.2531, 1.8237], [-1.0744, -0.1717, 2.4542], [-2.5426, 3.2311, 0.7803], [-2.2828, 3.7774, 2.0027], [-3.2097, 4.7187, 2.4031], [-1.3273, 3.4740, 2.7076], [-3.3824, 3.5565, 0.3512], [-1.9490, 2.4898, 0.4340], [-4.0609, 4.8882, 1.9093], [-2.9915, 5.2721, 3.2100]], "forces_ev_per_a": [[0.10, 0.09, 0.52], [-0.26, -1.22, -2.07], [-1.06, 0.49, 0.21], [0.61, 0.55, 0.98], [0.22, 0.08, -0.19], [-0.08, -0.27, 0.11], [0.36, 0.24, 0.36], [0.13, -0.03, 0.03], [0.49, 0.34, 0.74], [0.52, -1.22, -0.77], [0.70, 0.28, 0.27], [-0.76, 0.48, 0.45], [-0.32, 0.18, -0.04], [-0.17, -0.23, -1.00], [-0.14, 0.16, 0.12], [-0.19, -0.02, -0.08], [0.11, -0.48, 0.64], [-0.10, 0.34, -2.02], [0.03, -0.22, 0.30], [-0.22, 0.03, 1.54], [0.19, -0.09, 0.00], [-0.10, 0.24, -0.11], [0.04, 0.02, 0.21], [-0.12, 0.17, 0.21], [0.08, 0.26, 0.89], [-0.01, 0.28, 0.43], [0.45, -0.24, 0.03], [-0.21, -0.10, -0.38], [-0.02, -0.42, -0.74], [-0.13, 0.26, -0.62], [-0.09, 0.13, -0.10], [-0.04, -0.10, 0.06]], "e_homo_ev": -9.659, "smiles": "NC(N)=O.NC(N)=O.NC(N)=O.NC(N)=O", "total_charge": 0, "gap_ev": 9.890, "spin_multiplicity": 1, "relative_energy_kj_mol": 63.30}


Record 6
{"formula": "C4H16NO2", "method": "the ωB97M-V functional and the def2-TZVPD basis", "species": ["C", "C", "C", "C", "N", "H", "H", "H", "H", "H", "H", "H", "H", "H", "H", "H", "H", "H", "H", "O", "H", "H", "O"], "xyz": [[-1.7828, 0.4247, -0.4441], [-0.4653, 1.1441, 0.0114], [-0.8524, 2.5469, 0.4384], [0.2683, 0.4155, 1.0783], [-1.3764, -0.9613, -1.0004], [-2.5864, 0.2578, 0.2688], [-2.1949, 0.9583, -1.3540], [0.3272, 1.2812, -0.7663], [-1.6177, 2.4743, 1.2545], [-0.0407, 3.1297, 0.8527], [-1.2993, 3.0860, -0.4032], [0.9422, -0.4094, 0.8126], [-0.3610, -0.0552, 1.8299], [0.9349, 1.1918, 1.5191], [-0.9474, -1.5604, -0.2411], [-2.2131, -1.5087, -1.2144], [-0.8110, -0.7292, -1.8227], [-1.4624, -3.1476, 1.1845], [-0.9621, -1.9879, 2.0430], [-1.5642, -2.1938, 1.3179], [5.5818, -1.6102, -2.4159], [6.4496, -0.9532, -1.3625], [6.0332, -1.7934, -1.5863]], "forces_ev_per_a": [[1.26, 0.19, -2.19], [-0.46, 0.07, -0.77], [-1.45, -0.01, 0.75], [1.32, -0.20, 1.58], [-0.48, 0.51, 0.71], [0.40, 0.24, 0.39], [0.24, -0.53, 1.15], [-1.17, -0.36, -0.35], [0.48, 0.19, -0.62], [0.35, -0.02, -0.14], [0.08, 0.06, 0.21], [-0.10, 0.24, -0.68], [-0.25, 0.68, 0.40], [-0.40, -0.86, 0.24], [0.06, 0.89, -0.55], [0.09, 0.27, -0.60], [-0.01, -0.87, 0.22], [-0.19, 0.01, 0.26], [-0.09, -0.04, 0.14], [0.34, -0.47, -0.16], [0.04, -0.10, -0.05], [0.06, -0.12, 0.05], [-0.11, 0.23, 0.00]], "e_homo_ev": -13.536, "total_charge": 1, "gap_ev": 10.209, "spin_multiplicity": 1, "relative_energy_kj_mol": 128.24}